Record 1
DFT (wB97M-V/def2-TZVPD) results for a structure of composition C38H48IrN6O3P3Te.

```
100
Properties=species:S:1:pos:R:3:lowdin_charge:R:1
Ir -0.571 -0.378 0.305 0.85
C -4.650 -3.032 0.147 0.02
O -4.643 -1.599 -0.101 0.02
C -3.468 -1.019 -0.083 -0.58
O -2.408 -1.618 0.119 -0.07
N -3.545 0.313 -0.304 0.06
N -2.349 1.014 -0.455 -0.01
H -5.696 -3.303 0.203 0.10
H -4.139 -3.250 1.080 0.09
H -4.162 -3.546 -0.676 0.10
H -4.425 0.718 -0.588 0.17
H -2.387 1.898 0.047 0.08
H -2.126 1.152 -1.439 0.08
Te 1.985 -0.999 3.319 1.67
C 0.690 -2.565 2.806 -0.52
C -0.107 -3.168 3.758 -0.10
C -0.994 -4.146 3.315 -0.10
N -1.104 -4.522 2.040 0.10
C -0.294 -3.945 1.148 -0.13
C 0.621 -2.958 1.475 -0.17
C 1.168 0.620 2.295 -0.85
P -0.614 0.642 2.541 0.81
C -1.177 2.376 2.454 -0.37
C -0.315 3.464 2.544 -0.08
C -0.823 4.758 2.521 -0.05
C -2.191 4.971 2.427 -0.06
C -3.061 3.888 2.361 -0.06
C -2.556 2.594 2.371 -0.13
C -0.846 0.258 4.311 -0.41
C -1.930 -0.522 4.700 -0.10
C -2.137 -0.814 6.041 -0.06
C -1.247 -0.346 7.003 -0.05
C -0.164 0.438 6.628 -0.05
C 0.036 0.748 5.286 -0.14
P 1.513 0.643 0.513 0.78
C 1.575 2.353 -0.082 -0.36
C 0.556 2.786 -0.926 -0.12
C 0.526 4.101 -1.375 -0.06
C 1.520 4.986 -0.984 -0.05
C 2.555 4.554 -0.161 -0.05
C 2.588 3.242 0.283 -0.07
C 3.196 0.002 0.362 -0.40
C 4.212 0.339 1.267 -0.16
C 5.495 -0.159 1.090 -0.05
C 5.773 -0.999 0.017 -0.04
C 4.768 -1.346 -0.877 -0.05
C 3.483 -0.847 -0.707 -0.10
H -0.081 -2.886 4.804 0.11
H -1.649 -4.642 4.022 0.12
H -0.390 -4.280 0.120 0.11
H 1.299 -2.568 0.723 0.07
H 0.753 3.305 2.629 0.10
H -0.147 5.602 2.585 0.12
H -2.583 5.980 2.418 0.12
H -4.131 4.052 2.313 0.11
H -3.238 1.747 2.338 0.10
H -2.613 -0.911 3.951 0.11
H -2.990 -1.411 6.338 0.12
H -1.403 -0.589 8.046 0.12
H 0.516 0.822 7.378 0.12
H 0.844 1.416 5.003 0.10
H -0.190 2.073 -1.254 0.05
H -0.268 4.433 -2.034 0.11
H 1.499 6.012 -1.331 0.12
H 3.341 5.240 0.128 0.12
H 3.405 2.920 0.916 0.10
H 4.009 1.008 2.096 0.09
H 6.281 0.113 1.783 0.12
H 6.776 -1.380 -0.123 0.12
H 4.986 -2.009 -1.704 0.12
H 2.695 -1.111 -1.407 0.07
C -2.589 -1.424 -4.004 -0.08
N -1.261 -1.056 -4.495 -0.30
C -1.018 -1.468 -5.881 -0.09
P -0.039 -0.764 -3.443 0.53
O -0.642 -0.269 -2.152 -0.41
N 0.948 -2.060 -3.164 -0.30
C 1.719 -2.661 -4.260 -0.09
C 0.571 -3.048 -2.152 -0.11
N 0.936 0.282 -4.255 -0.29
C 0.308 1.499 -4.796 -0.08
C 2.292 0.559 -3.757 -0.08
H -2.766 -2.499 -4.106 0.09
H -3.356 -0.900 -4.577 0.09
H -2.689 -1.151 -2.957 0.05
H -1.094 -2.553 -5.996 0.09
H -0.035 -1.143 -6.212 0.08
H -1.764 -1.008 -6.531 0.09
H 2.018 -1.905 -4.982 0.08
H 1.150 -3.438 -4.777 0.09
H 2.622 -3.122 -3.853 0.09
H -0.104 -2.608 -1.421 0.03
H 1.463 -3.414 -1.633 0.09
H 0.072 -3.911 -2.605 0.10
H -0.713 1.297 -5.104 0.08
H 0.871 1.840 -5.665 0.09
H 0.306 2.301 -4.052 0.08
H 2.793 -0.358 -3.462 0.05
H 2.279 1.247 -2.905 0.08
H 2.870 1.020 -4.557 0.10
```

The molar mass comes out at 1049.58 u. Its HOMO energy (alpha / beta) is -11.611 / -13.335 eV. As for the spin multiplicity: 5. The total charge is +2. As for the orbital gap (alpha / beta): 6.6 / 5.4 eV.

=====

Record 2
DFT (wB97M-V/def2-TZVPD) results for a structure of composition C49H42CuN6O6S3Te.

```
108
Properties=species:S:1:pos:R:3:lowdin_charge:R:1
Cu 0.308 -1.322 -1.726 0.60
S -2.579 1.293 1.320 0.63
C -1.759 2.287 0.239 -0.75
N -0.662 2.999 0.572 -0.09
C 0.069 3.728 -0.448 -0.12
C 0.132 2.906 -1.694 -0.12
N -1.233 2.648 -2.107 -0.08
C -1.488 2.585 -3.578 -0.10
C -1.521 3.925 -4.279 -0.18
C -0.353 4.541 -4.720 -0.04
C -0.401 5.728 -5.429 -0.09
C -1.626 6.296 -5.762 -0.11
C -2.806 5.662 -5.370 -0.09
C -2.760 4.493 -4.611 -0.03
C -2.215 2.513 -1.178 -0.75
S -3.824 2.376 -1.564 0.64
C -0.135 2.943 1.964 -0.12
C 0.990 3.914 2.243 -0.21
C 0.746 5.121 2.929 -0.04
C 1.801 5.997 3.189 -0.10
C 3.109 5.613 2.862 -0.10
C 3.357 4.420 2.217 -0.07
C 2.303 3.588 1.882 -0.04
H 1.104 3.967 -0.117 0.13
H -0.498 4.667 -0.598 0.14
H 0.639 1.961 -1.485 0.11
H 0.685 3.405 -2.507 0.13
H -2.430 2.056 -3.681 0.08
H -0.704 1.993 -3.988 0.10
H 0.566 4.025 -4.535 0.10
H 0.515 6.160 -5.818 0.10
H -1.617 7.221 -6.326 0.09
H -3.795 6.041 -5.628 0.10
H -3.651 3.990 -4.248 0.09
H 0.219 1.883 2.163 0.14
H -0.986 3.157 2.613 0.09
H -0.261 5.433 3.189 0.11
H 1.636 6.979 3.690 0.10
H 3.941 6.223 3.224 0.10
H 4.398 4.157 1.953 0.11
H 2.560 2.676 1.345 0.10
C 2.902 -3.046 4.646 -0.06
C 2.392 -2.413 3.372 -0.27
C 3.102 -1.367 2.838 -0.03
C 2.756 -0.715 1.677 -0.06
C 3.514 0.466 1.265 -0.34
O 3.369 1.036 0.219 0.09
C 4.575 1.059 2.180 -0.18
C 5.722 1.456 1.528 -0.02
C 6.692 2.195 2.204 -0.09
C 6.487 2.603 3.521 -0.12
C 5.389 2.109 4.203 -0.09
C 4.425 1.324 3.525 -0.05
C 1.588 -1.123 0.932 -0.25
O 1.191 -0.536 -0.130 -0.09
C 0.803 -2.228 1.507 -0.03
C 1.248 -2.816 2.682 0.02
C -0.475 -2.654 0.879 -0.18
N -1.008 -2.198 -0.189 0.10
C -2.307 -2.790 -0.605 -0.27
C -3.041 -1.879 -1.581 -0.53
Te -4.386 -2.772 -2.946 1.25
C -5.119 -4.335 -1.659 -0.53
C -4.389 -5.511 -1.529 -0.15
C -4.771 -6.532 -0.676 -0.09
C -5.926 -6.380 0.077 -0.13
C -6.666 -5.239 -0.014 -0.13
C -6.261 -4.205 -0.848 -0.14
C -1.192 -3.773 1.590 -0.21
C -1.153 -5.064 1.041 0.00
C -1.831 -6.115 1.657 -0.08
C -2.521 -5.910 2.855 -0.10
C -2.547 -4.632 3.419 -0.08
C -1.860 -3.589 2.786 -0.05
H 3.627 -2.403 5.093 0.05
H 3.394 -3.998 4.425 0.08
H 2.120 -3.210 5.387 0.07
H 4.031 -1.093 3.323 0.11
H 5.846 1.244 0.493 0.11
H 7.559 2.570 1.646 0.10
H 7.205 3.274 4.017 0.10
H 5.196 2.429 5.235 0.10
H 3.509 1.012 4.035 0.12
H 0.677 -3.640 3.102 0.12
H -2.965 -2.934 0.264 0.12
H -2.093 -3.763 -1.099 0.08
H -2.310 -1.416 -2.202 0.00
H -3.563 -1.063 -1.054 0.03
H -3.482 -5.645 -2.106 0.09
H -4.180 -7.443 -0.607 0.10
H -6.229 -7.164 0.783 0.10
H -7.576 -5.165 0.572 0.09
H -6.830 -3.272 -0.889 0.09
H -0.701 -5.178 0.064 0.11
H -1.823 -7.117 1.230 0.10
H -3.073 -6.751 3.230 0.08
H -3.052 -4.407 4.357 0.09
H -1.800 -2.604 3.212 0.12
N 3.859 -0.470 -6.549 0.05
C 3.150 0.160 -5.878 -0.47
N 2.480 0.969 -5.082 0.02
C 1.820 0.422 -4.080 -0.33
N 1.128 0.090 -3.200 0.14
O 1.063 -4.067 -4.103 -0.34
S 0.341 -3.696 -2.904 0.32
O 1.264 -3.299 -1.773 -0.39
O -0.392 -2.378 -3.180 -0.43
O -0.677 -4.664 -2.382 -0.41
```

The molar mass comes out at 1098.26 u. Its HOMO energy (alpha / beta) is -3.388 / -3.385 eV. As for the spin multiplicity: 2. The total charge is -2. As for the orbital gap (alpha / beta): 6.9 / 6.9 eV.

=====

Record 3
DFT (wB97M-V/def2-TZVPD) results for a cluster of 2 separate species, C5H9NO in total.

```
16
Properties=species:S:1:pos:R:3:nbo_charge:R:1
C -1.005 0.200 0.832 -0.64
C 0.228 0.409 -0.029 -0.08
C 1.548 0.502 0.263 -0.09
N 2.271 0.718 -0.894 -0.51
C 1.412 0.779 -1.943 -0.05
C 0.132 0.677 -1.444 -0.32
H -0.714 0.380 1.864 0.22
H -1.638 1.049 0.551 0.22
H -1.485 -0.724 0.515 0.22
H 2.081 0.387 1.189 0.20
H 3.182 1.110 -0.815 0.41
H 1.612 1.049 -2.964 0.21
H -0.642 0.306 -2.054 0.21
H -2.976 -1.568 1.982 0.48
H -3.779 -2.685 2.769 0.47
O -3.165 -2.506 2.055 -0.95
```

The molar mass comes out at 99.13 u. Its HOMO energy is -8.295 eV. The total charge is 0. The SMILES is Cc1cc[nH]c1.O. As for the orbital gap: 9.3 eV.